# 1
ORCA calculation (wB97M-V/def2-TZVPD) on a cluster of 9 separate species, C46H94F15N4O12 in total in a non-equilibrium geometry.

```
171
C46H94F15N4O12 (wB97M-V/def2-TZVPD)
C 2.289 -2.204 -4.985
C 2.449 -2.272 -3.451
C 3.748 -1.672 -2.967
O 3.758 -1.554 -1.571
C 4.708 -0.749 -0.992
N 1.373 -1.568 -2.784
H 1.559 -1.421 -1.792
H 1.179 -0.578 -3.261
H 0.430 -2.247 -2.713
H 2.323 -1.151 -5.357
H 1.366 -2.671 -5.300
H 3.103 -2.736 -5.544
H 2.426 -3.327 -3.178
H 3.848 -0.629 -3.350
H 4.668 -2.164 -3.348
H 4.576 0.268 -1.383
H 5.769 -1.041 -1.227
H 4.572 -0.824 0.115
C -1.277 -2.477 0.984
C -1.530 -0.978 0.694
C -0.405 -0.184 1.276
O 0.797 -0.527 0.625
C 1.928 0.209 1.006
N -1.801 -0.757 -0.718
H -3.572 -0.985 -0.974
H -1.216 0.001 -1.025
H -1.515 -1.661 -1.214
H -2.290 -2.938 0.848
H -1.009 -2.643 2.066
H -0.573 -3.048 0.347
H -2.365 -0.684 1.373
H -0.300 -0.436 2.324
H -0.458 0.893 1.132
H 2.581 0.299 0.122
H 2.362 -0.286 1.837
H 1.659 1.166 1.324
C 5.193 3.975 2.393
C 5.456 3.003 3.519
C 6.206 1.599 3.264
N 5.838 0.555 4.332
C 6.859 -0.577 4.522
C 8.153 -0.106 5.138
C 7.941 0.735 6.410
C 6.801 1.794 6.328
C 5.617 1.234 5.641
C 4.452 -0.084 3.929
H 4.689 3.499 1.621
H 6.078 4.466 1.954
H 4.573 4.782 2.743
H 4.527 2.727 4.015
H 6.049 3.545 4.251
H 7.236 1.793 3.410
H 6.056 1.242 2.254
H 7.099 -0.927 3.562
H 6.304 -1.345 4.985
H 8.667 0.540 4.451
H 8.754 -0.991 5.361
H 8.887 1.245 6.655
H 7.715 0.073 7.200
H 7.072 2.694 5.703
H 6.530 2.146 7.282
H 4.831 1.992 5.494
H 5.156 0.430 6.262
H 3.583 0.590 4.195
H 4.344 -1.031 4.491
H 4.500 -0.163 2.837
C -6.032 -1.110 -6.480
C -5.805 0.166 -5.557
C -4.346 0.350 -4.973
N -4.097 1.498 -4.084
C -4.398 2.781 -4.753
C -3.852 4.018 -4.131
C -2.312 3.956 -3.904
C -2.063 2.662 -3.105
C -2.566 1.418 -3.783
C -4.887 1.404 -2.817
H -5.066 -1.555 -6.630
H -6.485 -0.783 -7.430
H -6.637 -1.813 -5.897
H -6.472 0.144 -4.715
H -5.990 1.045 -6.157
H -3.634 0.410 -5.802
H -4.117 -0.475 -4.277
H -3.955 2.629 -5.727
H -5.490 2.803 -4.813
H -4.100 4.821 -4.836
H -4.383 4.178 -3.176
H -1.798 3.978 -4.864
H -2.087 4.898 -3.424
H -0.990 2.482 -2.917
H -2.524 2.674 -2.098
H -2.069 1.352 -4.768
H -2.436 0.523 -3.151
H -4.915 0.409 -2.425
H -5.942 1.638 -3.069
H -4.537 2.096 -2.017
C -0.358 -4.414 -1.849
O 1.008 -4.570 -1.534
O -0.649 -3.182 -2.233
C -0.654 -5.334 -3.090
F 0.196 -4.962 -4.078
F -0.402 -6.634 -2.792
F -1.883 -5.283 -3.597
C 1.270 -5.554 -0.539
C 2.487 -5.003 0.169
H 3.217 -4.678 -0.519
H 2.179 -4.157 0.822
H 2.973 -5.758 0.841
H 1.507 -6.514 -1.041
H 0.490 -5.741 0.197
H -1.030 -4.757 -1.068
C -5.150 -1.864 -0.341
O -4.568 -3.139 0.070
O -4.475 -1.294 -1.373
C -6.507 -2.215 -0.959
F -7.232 -1.078 -1.140
F -6.409 -2.763 -2.208
F -7.182 -3.063 -0.175
C -5.001 -3.759 1.339
C -5.160 -5.251 1.089
H -5.597 -5.413 0.107
H -4.242 -5.781 1.229
H -5.891 -5.645 1.827
H -5.911 -3.346 1.763
H -4.204 -3.475 2.031
H -5.323 -1.224 0.528
C 1.854 1.671 -4.193
O 2.341 2.837 -3.460
O 0.931 0.880 -3.642
C 1.439 2.280 -5.546
F 0.346 3.122 -5.485
F 2.418 3.029 -6.031
F 1.146 1.350 -6.505
C 2.291 2.628 -2.106
C 1.638 3.821 -1.407
H 1.730 4.743 -2.016
H 0.599 3.544 -1.305
H 1.995 3.980 -0.347
H 3.312 2.611 -1.710
H 1.809 1.687 -1.784
H 2.642 1.004 -4.546
C -4.527 3.413 0.120
O -5.189 4.373 0.964
O -4.593 3.638 -1.149
C -3.124 3.250 0.704
F -2.552 2.097 0.344
F -2.443 4.305 0.240
F -3.023 3.321 2.034
C -6.013 3.822 1.969
C -6.198 4.969 2.986
H -6.914 4.842 3.782
H -5.171 5.147 3.313
H -6.524 5.814 2.367
H -5.505 2.977 2.488
H -7.002 3.498 1.601
H -4.896 2.340 0.270
C 1.371 0.364 6.257
O 1.502 -0.474 5.005
O 1.891 1.499 6.210
C -0.264 0.193 6.721
F -1.202 -0.143 5.706
F -0.266 -0.748 7.635
F -0.733 1.332 7.295
C 1.203 -1.809 5.175
C 1.440 -2.663 3.968
H 0.880 -2.150 3.137
H 2.492 -2.765 3.648
H 1.088 -3.708 4.075
H 0.161 -1.922 5.504
H 1.934 -2.282 5.893
H 1.849 -0.329 6.977
```

**Net charge**: -1
**Gap between HOMO and LUMO**: 5.811 eV
**Energy**: -120514.932 eV
**E_LUMO**: 1.0147 eV
**Highest occupied orbital energy**: -0.1763 Eh

=====

# 2
ORCA calculation (wB97M-V/def2-TZVPD) on a cluster of 13 separate species, C46H94O25S in total in a non-equilibrium geometry.

```
166
C46H94O25S (wB97M-V/def2-TZVPD)
C -0.779 -2.022 3.362
C 0.226 -3.045 3.991
C 0.615 -3.941 2.803
O 0.098 -3.291 1.676
C -1.134 -2.685 2.041
H -0.340 -1.051 3.145
H -1.636 -1.911 4.023
H -0.307 -3.534 4.807
H 1.092 -2.558 4.442
H 0.169 -4.936 2.935
H 1.685 -4.018 2.612
H -1.928 -3.442 2.106
H -1.426 -2.044 1.210
C 4.090 -2.299 1.639
C 5.055 -1.265 2.246
C 4.141 -0.189 2.801
O 3.058 -0.140 1.870
C 2.821 -1.478 1.438
H 4.000 -3.221 2.212
H 4.480 -2.630 0.673
H 5.710 -0.806 1.498
H 5.797 -1.671 2.939
H 4.651 0.774 2.774
H 3.779 -0.405 3.812
H 2.545 -1.414 0.385
H 1.973 -1.953 1.933
C 5.525 -1.807 -1.899
C 4.079 -1.415 -2.112
C 4.002 -1.235 -3.615
O 5.289 -0.782 -4.009
C 6.188 -0.856 -2.898
H 5.646 -2.847 -2.210
H 5.886 -1.688 -0.878
H 3.809 -0.459 -1.653
H 3.375 -2.140 -1.700
H 3.156 -0.571 -3.812
H 3.765 -2.190 -4.106
H 6.415 0.134 -2.502
H 7.117 -1.348 -3.200
C -4.305 -3.454 -4.190
C -4.107 -2.499 -3.024
C -3.305 -3.250 -1.946
O -2.932 -4.474 -2.583
C -3.054 -4.312 -4.010
H -4.206 -2.791 -5.053
H -5.184 -4.088 -4.259
H -5.047 -2.147 -2.587
H -3.579 -1.577 -3.273
H -3.909 -3.523 -1.080
H -2.447 -2.655 -1.625
H -2.932 -5.271 -4.507
H -2.146 -3.742 -4.259
C 1.355 2.696 -4.048
C 0.620 4.029 -4.230
C -0.498 3.862 -3.264
O 0.126 3.242 -2.123
C 1.179 2.351 -2.570
H 2.412 2.844 -4.309
H 1.164 1.901 -4.771
H 0.282 4.057 -5.267
H 1.361 4.777 -3.958
H -1.338 3.261 -3.631
H -0.930 4.795 -2.892
H 0.864 1.307 -2.490
H 2.089 2.524 -1.999
C 1.912 -6.472 -4.204
C 0.950 -7.507 -4.784
C -0.067 -6.626 -5.577
O 0.176 -5.286 -5.105
C 0.911 -5.378 -3.899
H 2.676 -6.145 -4.903
H 2.320 -6.877 -3.275
H 0.441 -8.032 -3.976
H 1.477 -8.286 -5.337
H -1.054 -6.998 -5.300
H 0.084 -6.575 -6.650
H 0.285 -5.462 -2.999
H 1.415 -4.442 -3.624
C 1.045 0.441 4.952
C 1.301 1.918 4.661
C 2.631 2.188 5.390
O 3.026 0.979 5.984
C 1.878 0.149 6.183
H 1.415 -0.194 4.144
H -0.005 0.164 5.068
H 0.532 2.563 5.089
H 1.451 2.104 3.597
H 2.410 2.887 6.218
H 3.379 2.692 4.781
H 1.396 0.458 7.125
H 2.237 -0.862 6.371
O 3.033 5.790 0.799
S 2.548 5.288 2.048
O 3.217 4.187 2.690
O 2.461 6.457 3.145
C 1.989 6.070 4.453
C 3.128 6.084 5.456
C 0.804 4.884 1.844
H 1.494 5.102 4.441
H 1.260 6.810 4.780
H 2.703 6.126 6.461
H 3.750 6.965 5.293
H 3.811 5.235 5.450
H 0.392 4.597 2.810
H 0.661 4.063 1.147
H 0.263 5.790 1.580
C -3.154 2.075 -1.506
O -3.479 3.451 -1.643
C -3.156 4.254 -0.636
O -2.533 3.929 0.349
O -3.581 5.464 -0.926
C -3.377 6.502 0.019
H -3.285 1.630 -0.523
H -2.114 1.992 -1.813
H -3.791 1.481 -2.159
H -3.484 6.211 1.057
H -4.045 7.318 -0.248
H -2.392 6.939 -0.174
C 0.809 -2.234 -7.273
O -0.449 -1.654 -6.946
C -0.486 -0.652 -6.082
O 0.496 -0.079 -5.673
O -1.747 -0.433 -5.789
C -2.080 0.541 -4.795
H 1.396 -2.267 -6.359
H 1.282 -1.801 -8.152
H 0.592 -3.258 -7.584
H -1.609 1.515 -4.908
H -1.809 0.148 -3.814
H -3.164 0.557 -4.881
C -2.228 3.711 3.483
O -2.288 3.950 4.881
C -2.528 2.959 5.728
O -2.758 1.803 5.487
O -2.402 3.460 6.951
C -2.363 2.572 8.046
H -2.117 4.679 3.007
H -3.185 3.308 3.140
H -1.475 3.003 3.136
H -3.250 1.945 8.126
H -2.114 3.082 8.970
H -1.531 1.872 7.882
C -0.717 1.158 0.669
O -0.051 -0.035 0.266
C -0.311 -0.520 -0.929
O -1.332 -0.310 -1.546
O 0.699 -1.242 -1.369
C 0.676 -1.768 -2.675
H -0.229 1.608 1.528
H -1.785 0.971 0.755
H -0.590 1.908 -0.120
H 0.701 -1.101 -3.541
H -0.126 -2.463 -2.949
H 1.573 -2.374 -2.773
C -4.100 -0.447 3.361
O -4.451 -1.458 2.429
C -5.396 -1.140 1.560
O -5.883 -0.052 1.404
O -5.643 -2.231 0.826
C -6.710 -2.141 -0.103
H -4.906 0.204 3.709
H -3.449 0.305 2.908
H -3.659 -0.894 4.243
H -6.688 -1.168 -0.606
H -7.668 -2.320 0.374
H -6.516 -2.790 -0.956
```

**Gap between HOMO and LUMO**: 9.592 eV
**Energy**: -111244.307 eV
**E_LUMO**: 0.4317 eV
**Highest occupied orbital energy**: -0.3366 Eh